Density functional theory data (the ωB97M-V functional and the def2-TZVPD basis) for a structure of composition C48H40CdN9O2S3.

The geometry in XYZ format:
```
103
Properties=species:S:1:pos:R:3
Cd 0.306 0.297 0.419
O 4.050 1.839 -0.913
C 3.014 1.674 -0.241
N 1.751 1.617 -0.640
C 1.297 1.890 -1.928
C 2.100 2.162 -3.040
C 1.541 2.443 -4.279
C 0.167 2.505 -4.420
C -0.651 2.276 -3.321
C -0.118 1.937 -2.079
N -0.880 1.683 -0.922
C -1.923 2.440 -0.628
O -2.522 3.251 -1.358
C -2.353 2.377 0.822
C -3.497 3.069 1.211
C -3.824 3.128 2.551
C -2.980 2.519 3.468
C -1.864 1.855 2.991
N -1.558 1.769 1.701
C 3.171 1.536 1.265
C 4.437 1.669 1.826
C 4.578 1.596 3.200
C 3.446 1.393 3.976
C 2.231 1.236 3.331
N 2.090 1.310 2.014
H 3.173 2.176 -2.924
H 2.187 2.628 -5.129
H -0.278 2.748 -5.378
H -1.718 2.398 -3.422
H -4.089 3.555 0.449
H -4.719 3.637 2.888
H -3.184 2.561 4.530
H -1.179 1.369 3.677
H 5.277 1.823 1.164
H 5.555 1.682 3.659
H 3.504 1.338 5.054
H 1.329 1.026 3.896
S 5.783 -1.911 -4.850
C 7.050 -0.775 -4.643
C 6.728 0.174 -3.727
C 5.434 -0.007 -3.173
C 4.781 -1.096 -3.677
C 3.469 -1.625 -3.321
C 2.647 -0.946 -2.395
N 1.487 -1.376 -1.969
C 1.035 -2.564 -2.416
C 1.750 -3.308 -3.381
C 1.251 -4.564 -3.849
C 0.095 -5.069 -3.373
C -0.653 -4.355 -2.386
C -1.868 -4.849 -1.901
C -2.559 -4.173 -0.917
C -1.941 -3.007 -0.407
N -0.838 -2.480 -0.892
C -0.185 -3.121 -1.881
C -3.859 -4.625 -0.430
C -4.733 -3.995 0.411
C -5.917 -4.737 0.650
C -5.941 -5.922 -0.011
S -4.519 -6.158 -0.940
C 2.976 -2.806 -3.833
H 7.957 -0.883 -5.216
H 7.392 0.980 -3.451
H 5.006 0.650 -2.424
H 2.994 -0.004 -1.996
H 1.839 -5.097 -4.588
H -0.282 -6.026 -3.714
H -2.263 -5.771 -2.314
H -2.382 -2.490 0.442
H -4.562 -3.013 0.840
H -6.718 -4.395 1.290
H -6.714 -6.674 -0.014
H 3.537 -3.368 -4.570
C 3.166 -1.840 0.772
C 2.110 -1.932 1.828
C 2.210 -2.592 3.038
C 0.958 -2.464 3.679
C 0.155 -1.729 2.826
C -1.296 -1.394 2.999
N 0.858 -1.390 1.700
H 4.151 -2.015 1.208
H 3.164 -0.859 0.298
H 3.009 -2.585 -0.013
H 3.079 -3.118 3.410
H 0.681 -2.873 4.640
H -1.482 -0.867 3.937
H -1.908 -2.301 3.015
H -1.645 -0.770 2.177
S -4.386 -0.436 1.084
C -4.479 0.038 -0.526
N -5.460 0.869 -0.943
C -5.422 1.494 -2.261
C -5.031 0.431 -3.275
C -3.695 -0.183 -2.882
N -3.671 -0.479 -1.458
H -5.947 1.337 -0.199
H -4.705 2.318 -2.275
H -6.419 1.881 -2.481
H -4.958 0.870 -4.270
H -5.799 -0.347 -3.287
H -2.869 0.484 -3.133
H -3.544 -1.121 -3.422
H -2.859 -0.958 -1.114
```

## Properties
**HOMO level**: -4.08 eV
**HOMO-LUMO gap**: 5.793 eV
**ΔE to the lowest compared entry with this formula, charge and spin**: 9.79 kcal/mol
**Charge**: -1
**Maximum force**: 0.0108 Eh/bohr
**2S+1**: 1
**E**: -3858.9513 a.u.


Density functional theory data (the ωB97M-V functional and the def2-TZVPD basis) for a structure of composition C48H41Cl2N3O3PRuSb.

The geometry in XYZ format:
```
100
Properties=species:S:1:pos:R:3
Ru 0.699 0.407 -0.148
C -0.009 -3.299 0.200
C 1.155 -2.977 -0.684
C 1.628 -3.961 -1.551
C 2.818 -3.787 -2.213
C 3.560 -2.655 -1.916
C 3.017 -1.686 -1.089
N 1.779 -1.793 -0.540
Sb 4.330 -0.053 -0.692
C 3.116 1.232 -1.882
C 3.693 2.334 -2.496
C 3.105 2.846 -3.640
C 2.014 2.192 -4.173
C 1.469 1.109 -3.503
C 0.356 0.326 -4.126
N 1.976 0.660 -2.331
C 3.785 0.426 1.280
C 4.839 0.133 2.130
C 4.742 0.461 3.468
C 3.581 1.058 3.878
C 2.521 1.273 2.992
C 1.267 1.815 3.611
N 2.619 0.987 1.673
H -0.625 -2.423 0.372
H -0.615 -4.103 -0.212
H 0.383 -3.617 1.169
H 1.048 -4.867 -1.675
H 3.183 -4.530 -2.910
H 4.562 -2.531 -2.309
H 4.611 2.755 -2.106
H 3.525 3.711 -4.139
H 1.572 2.514 -5.107
H 0.772 -0.317 -4.906
H -0.392 0.971 -4.587
H -0.124 -0.305 -3.390
H 5.735 -0.335 1.742
H 5.544 0.249 4.164
H 3.449 1.352 4.911
H 1.298 1.633 4.684
H 0.378 1.338 3.214
H 1.187 2.891 3.470
C -2.748 -4.189 -3.327
C -1.454 -3.698 -3.420
C -1.089 -2.573 -2.697
C -2.009 -1.928 -1.872
C -3.315 -2.413 -1.801
C -3.677 -3.541 -2.525
P -1.502 -0.397 -1.042
C -2.709 -0.126 0.304
C -3.008 1.188 0.668
C -3.818 1.451 1.758
C -4.372 0.402 2.484
C -4.113 -0.903 2.107
C -3.274 -1.165 1.029
C -2.038 0.888 -2.169
C -3.106 0.855 -3.016
C -3.438 2.015 -3.759
C -2.683 3.147 -3.642
C -1.543 3.182 -2.796
C -0.700 4.313 -2.708
C 0.412 4.267 -1.916
C 0.717 3.102 -1.180
C -0.078 1.988 -1.233
C -1.232 2.024 -2.044
H -3.037 -5.070 -3.887
H -0.730 -4.186 -4.060
H -0.079 -2.199 -2.776
H -4.056 -1.912 -1.194
H -4.693 -3.907 -2.466
H -2.619 2.016 0.091
H -4.014 2.476 2.043
H -5.009 0.606 3.335
H -4.538 -1.728 2.661
H -3.074 -2.197 0.766
H -3.708 -0.040 -3.121
H -4.298 1.998 -4.416
H -2.935 4.035 -4.210
H -0.939 5.199 -3.284
H 1.076 5.122 -1.854
H 1.605 3.106 -0.560
Cl -0.258 5.465 3.243
C 0.274 4.664 1.769
Cl -0.536 3.110 1.511
H 1.341 4.482 1.840
H 0.034 5.303 0.927
O -1.774 -2.610 2.929
C -1.018 -2.143 3.961
C -1.475 -2.394 5.246
C -0.709 -2.021 6.337
C 0.532 -1.426 6.146
C 0.973 -1.185 4.858
C 0.194 -1.499 3.746
C 0.753 -1.176 2.380
O 1.862 -1.581 2.118
O -0.036 -0.450 1.565
H -1.485 -2.151 2.129
H -2.430 -2.890 5.368
H -1.073 -2.211 7.338
H 1.153 -1.165 6.993
H 1.953 -0.765 4.693
```

## Properties
**HOMO level (spin up / spin down)**: -10.38 / -10.38 eV
**HOMO-LUMO gap (spin up / spin down)**: 7.076 / 7.095 eV
**ΔE to the lowest compared entry with this formula, charge and spin**: 41.08 kcal/mol
**Charge**: +1
**Maximum force**: 0.0625 Eh/bohr
**2S+1**: 2
**⟨S²⟩**: 0.76
**E**: -3840.3470 a.u.


Density functional theory data (the ωB97M-V functional and the def2-TZVPD basis) for a structure of composition C48H41N3OP2RuS.

The geometry in XYZ format:
```
97
Properties=species:S:1:pos:R:3
Ru -0.127 0.219 -1.188
C 2.403 1.519 0.814
P 2.197 1.246 -1.026
C 3.758 0.308 -1.280
C 5.013 0.897 -1.439
C 6.151 0.113 -1.558
C 6.052 -1.273 -1.506
C 4.812 -1.867 -1.331
C 3.671 -1.082 -1.220
C 2.566 2.873 -1.752
C 3.112 2.933 -3.038
C 3.216 4.140 -3.708
C 2.762 5.313 -3.117
C 2.195 5.262 -1.853
C 2.092 4.053 -1.179
C 1.839 0.341 1.518
C 2.325 -0.345 2.709
C 1.390 -1.292 3.000
C 0.357 -1.162 1.978
C -0.924 -1.894 1.854
P -1.082 -2.700 0.161
C -2.031 -4.206 0.680
C -1.659 -5.419 0.104
C -2.333 -6.595 0.415
C -3.385 -6.573 1.315
C -3.766 -5.370 1.900
C -3.096 -4.200 1.581
C -2.452 -1.794 -0.661
C -3.472 -1.085 -0.029
C -4.491 -0.503 -0.766
C -4.521 -0.643 -2.147
C -3.528 -1.368 -2.786
C -2.499 -1.937 -2.049
N 0.688 -0.203 1.114
H 3.437 1.702 1.105
H 1.790 2.388 1.074
H 5.101 1.976 -1.478
H 7.118 0.584 -1.690
H 6.941 -1.884 -1.604
H 4.725 -2.946 -1.294
H 2.697 -1.547 -1.118
H 3.442 2.022 -3.522
H 3.642 4.163 -4.704
H 2.835 6.255 -3.646
H 1.811 6.164 -1.391
H 1.605 4.034 -0.212
H 3.239 -0.113 3.233
H 1.378 -2.000 3.815
H -1.004 -2.664 2.620
H -1.734 -1.175 2.000
H -0.834 -5.434 -0.598
H -2.032 -7.527 -0.047
H -3.911 -7.487 1.562
H -4.592 -5.346 2.600
H -3.415 -3.266 2.030
H -3.462 -0.937 1.044
H -5.254 0.077 -0.263
H -5.315 -0.178 -2.720
H -3.533 -1.472 -3.864
H -1.698 -2.463 -2.554
C -2.906 2.705 -4.084
C -1.578 2.109 -3.999
N -0.568 1.594 -3.818
H -3.582 2.135 -3.445
H -3.272 2.694 -5.110
H -2.874 3.725 -3.705
C 6.358 -4.389 -5.225
C 6.001 -5.371 -6.313
O 6.768 -5.711 -7.177
S 4.392 -6.158 -6.251
C 3.391 -4.988 -5.374
C 2.961 -5.257 -4.079
C 2.202 -4.328 -3.388
C 1.861 -3.096 -3.965
C 2.289 -2.849 -5.280
C 3.030 -3.784 -5.976
C 1.136 -2.122 -3.225
C 0.665 -1.245 -2.512
H 7.339 -3.974 -5.443
H 6.378 -4.919 -4.271
H 5.622 -3.593 -5.134
H 3.239 -6.192 -3.609
H 1.874 -4.532 -2.376
H 2.027 -1.904 -5.738
H 3.349 -3.580 -6.992
N -1.117 1.702 -0.571
C -1.886 2.783 -0.633
C -1.489 3.979 -1.313
C -2.300 5.094 -1.377
C -3.564 5.115 -0.786
C -3.973 3.973 -0.094
C -3.169 2.855 -0.005
H -0.511 3.980 -1.782
H -1.942 5.975 -1.903
H -4.199 5.989 -0.850
H -4.942 3.965 0.395
H -3.498 1.985 0.552
```

## Properties
**HOMO level (spin up / spin down)**: -2.58 / -3.70 eV
**HOMO-LUMO gap (spin up / spin down)**: 4.996 / 4.280 eV
**ΔE to the lowest compared entry with this formula, charge and spin**: 12.21 kcal/mol
**Charge**: -1
**Maximum force**: 0.0106 Eh/bohr
**2S+1**: 6
**⟨S²⟩**: 8.80
**E**: -3268.8750 a.u.